No. 1
The following is a quantum chemistry calculation of C35H27N5O5PTa as an isolated structure, from the OMol25 dataset.

Each line ends with the Mulliken charge.
CARTESIAN COORDINATES (ANGSTROEM)
Ta -0.14821 0.45676 -0.60433  0.1215
O -1.21211 2.14848 -4.19767  -0.6260
C -1.19138 1.85414 -3.01777  -1.0870
N -0.10030 1.78342 -2.21444  0.1406
C 1.16888 2.17873 -2.81282  -1.3190
C 2.25559 1.27866 -2.31443  0.8248
C 3.52377 1.23646 -2.86203  -0.9222
C 4.47768 0.40852 -2.29546  -0.4502
C 4.14600 -0.36102 -1.18671  -1.1739
C 2.86652 -0.29542 -0.69297  -0.0460
N 1.92642 0.50718 -1.25622  0.3780
C -2.44050 1.42774 -2.30012  1.6136
C -3.70078 1.66619 -2.79645  -0.7242
C -4.79529 1.25717 -2.04238  -0.4710
C -4.58473 0.62077 -0.82813  -0.8753
C -3.28970 0.40003 -0.40079  0.0413
N -2.23408 0.79706 -1.12977  0.3621
H 1.42359 3.20307 -2.51559  0.4199
H 1.10413 2.17283 -3.90186  0.6470
H 3.75299 1.84776 -3.72391  0.5873
H 5.47165 0.35522 -2.71932  0.4765
H 4.86361 -1.01806 -0.71796  0.5561
H 2.55536 -0.89522 0.15453  0.5269
H -3.80237 2.16975 -3.74755  0.6026
H -5.80114 1.43644 -2.39757  0.4709
H -5.41077 0.29546 -0.21267  0.5156
H -3.08035 -0.09574 0.53816  0.3637
C -3.16842 -2.11269 4.87347  -0.5489
C -2.34597 -1.10246 5.35799  -0.8188
C -1.50187 -0.42420 4.49685  -0.4911
C -1.49507 -0.74948 3.13814  0.6268
C -2.31095 -1.77161 2.65817  0.3029
C -3.14730 -2.45385 3.52924  -0.9194
P -0.39257 0.13376 2.03719  1.3953
C 1.30503 -0.30608 2.48423  0.6031
C 1.62533 -1.66082 2.60524  -0.6164
C 2.93600 -2.04074 2.83896  -0.6275
C 3.92985 -1.07420 2.95840  -0.6428
C 3.61290 0.27179 2.84447  -0.7915
C 2.30296 0.65963 2.59847  -0.2811
C -0.46179 1.91548 2.01472  -0.0968
C -0.70275 2.89257 2.96583  -0.9201
C -0.55980 4.21752 2.58068  -0.6605
C -0.17512 4.54155 1.28000  -0.9822
C 0.05472 3.55351 0.33710  -0.6204
C -0.09703 2.19816 0.68061  1.8367
H -3.82015 -2.64540 5.55252  0.4161
H -2.35653 -0.85213 6.40974  0.4330
H -0.83975 0.34212 4.88217  0.4007
H -2.27335 -2.06087 1.61396  0.2773
H -3.77338 -3.25560 3.16245  0.4609
H 0.85478 -2.41711 2.51586  0.3868
H 3.18142 -3.08933 2.93809  0.4848
H 4.95109 -1.37363 3.15349  0.4567
H 4.38362 1.02285 2.95420  0.4926
H 2.06351 1.71266 2.50554  0.3991
H -0.99582 2.63793 3.97588  0.4719
H -0.74308 5.00863 3.29562  0.4636
H -0.07040 5.58221 1.00316  0.4574
H 0.31739 3.84852 -0.66921  0.3676
O 1.04668 -5.12648 -2.98414  -0.4924
C 0.54169 -4.37753 -3.95807  0.3859
O 0.43586 -4.76280 -5.08517  -0.5261
C 0.10396 -2.98108 -3.62000  0.0893
C -0.34990 -2.09861 -4.58409  -0.3396
N -0.65205 -0.94542 -3.97107  -0.3638
N -0.43328 -1.01209 -2.65001  0.4544
C 0.03106 -2.23928 -2.43272  -0.4816
C 0.44325 -2.49526 -1.03992  0.8885
O 1.01882 -3.47426 -0.65437  -0.7514
O 0.13801 -1.47428 -0.22482  -0.5747
H 1.08924 -4.66747 -2.12345  0.4083
H -0.46985 -2.24388 -5.64529  0.5749
H -0.97545 -0.08663 -4.40390  0.0590

## Properties
**ΔE to the lowest compared entry with this formula, charge and spin**: 0.8678 eV
**Multiplicity**: 1
**HOMO level**: -0.5265 Eh
**Frontier orbital gap**: 6.81 eV
**Net charge**: +2
**DFT total energy**: -65251.7270 eV
**LUMO energy**: -7.52 eV


No. 2
The following is a quantum chemistry calculation of C35H28As2Cl2NOS4SbTc as an isolated structure at a distorted geometry, from the OMol25 dataset.

Each line ends with the Mulliken charge.
CARTESIAN COORDINATES (ANGSTROEM)
Tc 0.02406 0.53647 -0.93337  -0.3450
Cl -5.11672 0.70218 -0.54682  -0.1306
C -4.17251 -0.12108 -1.71021  0.6517
C -4.82437 -0.90909 -2.68237  -0.4743
C -4.09669 -1.61306 -3.59243  0.4666
Cl -4.91029 -2.55731 -4.76269  -0.1656
C -2.66969 -1.58402 -3.57035  0.1570
C -1.85205 -2.32762 -4.44594  -0.7382
C -0.49221 -2.26675 -4.31897  -1.3598
C 0.06475 -1.44775 -3.33793  -0.1121
N -0.65948 -0.70304 -2.50710  0.6558
C -2.03915 -0.77553 -2.61228  0.7538
C -2.81719 -0.03933 -1.70433  -1.6747
O -2.06875 0.72434 -0.78960  0.7654
H -5.90497 -0.95683 -2.68745  0.5473
H -2.31076 -2.94709 -5.20675  0.4747
H 0.16008 -2.84203 -4.96172  0.5115
H 1.13474 -1.40136 -3.21626  0.1530
C -1.03527 -1.31087 1.62604  -1.0333
C -1.37914 0.09390 2.15582  -1.1601
As -0.22637 1.50601 1.43104  1.8124
C 0.21289 2.61476 2.92576  0.6788
C 0.93359 2.01658 3.95744  -0.2159
C 1.15512 2.73538 5.12170  -0.8754
C 0.66970 4.03156 5.24229  -0.6054
C -0.04944 4.61436 4.20674  -0.8485
C -0.28483 3.90980 3.03409  -0.5234
C -1.03219 2.62164 0.11326  0.0725
C -0.36708 3.81816 -0.24931  -1.3083
C -0.71443 4.49592 -1.38862  -0.7586
C -1.70775 3.96980 -2.30075  -0.8044
C -2.38655 2.85420 -2.01210  -0.5282
C -2.24886 2.20888 -0.67775  -0.0729
As 0.59936 -1.31273 0.55156  1.9332
C 0.88326 -3.03202 -0.19502  0.6984
C 2.13417 -3.28336 -0.75932  -0.5401
C 2.38746 -4.52697 -1.31648  -0.8323
C 1.39224 -5.50007 -1.31762  -0.5826
C 0.14730 -5.23804 -0.76086  -0.8417
C -0.11671 -3.99656 -0.19664  -0.4144
C 2.00201 -1.05548 1.83061  1.1875
C 2.85127 0.04573 1.82069  -0.1981
C 3.83868 0.15857 2.79126  -0.6057
C 3.96494 -0.82061 3.76560  -0.6455
C 3.11600 -1.92404 3.77042  -0.7494
C 2.13696 -2.05109 2.79867  -1.0184
H -1.83774 -1.70461 1.00519  0.4977
H -0.87761 -2.01022 2.44356  0.8508
H -1.23882 0.16285 3.23150  0.6212
H -2.41365 0.35734 1.94822  0.5863
H 1.32185 1.01020 3.86267  0.3745
H 1.70740 2.28242 5.93532  0.4532
H 0.85005 4.59064 6.15126  0.4215
H -0.43946 5.61840 4.31206  0.4379
H -0.86759 4.36712 2.24869  0.3906
H 0.45245 4.17734 0.35932  0.6857
H -0.19286 5.40806 -1.64715  0.4705
H -1.88935 4.48706 -3.23430  0.5178
H -3.12324 2.44805 -2.69630  0.5912
H -3.16676 2.37993 -0.10957  0.4512
H 2.91404 -2.53119 -0.73867  0.5454
H 3.36086 -4.74507 -1.73703  0.4724
H 1.59326 -6.47302 -1.74739  0.4609
H -0.61948 -6.00151 -0.76192  0.4756
H -1.08428 -3.80627 0.25126  0.3962
H 2.76713 0.80634 1.05809  -0.1820
H 4.50838 1.00891 2.78400  0.4928
H 4.73499 -0.73212 4.52131  0.4856
H 3.22612 -2.69153 4.52562  0.4692
H 1.49938 -2.92677 2.79248  0.4182
S 4.59796 1.22345 -3.41600  -0.2539
Sb 3.36387 2.62531 -5.08196  0.8370
S 3.19318 -0.02093 -2.68750  0.1457
S 2.05001 1.16585 -1.54142  -0.1067
S 1.28475 2.40950 -4.41329  -0.3628

## Properties
**ΔE to the lowest compared entry with this formula, charge and spin**: 1.5234 eV
**Multiplicity**: 1
**HOMO level (spin up / spin down)**: -0.5892 / -0.5899 Eh
**Frontier orbital gap (spin up / spin down)**: 5.83 / 5.80 eV
**Net charge**: +3
**DFT total energy**: -239059.9131 eV
**LUMO energy (spin up / spin down)**: -10.21 / -10.25 eV


No. 3
The following is a quantum chemistry calculation of C35H28AsDyN13OS5 as an isolated structure at a distorted geometry, from the OMol25 dataset.

Each line ends with the Mulliken charge.
CARTESIAN COORDINATES (ANGSTROEM)
Dy -16.79556 7.64123 13.10183  0.5482
S -21.00470 4.89537 12.13160  -0.5181
As -19.20429 5.92949 12.40237  0.4258
S -17.40988 5.74374 11.16677  -0.3476
S -18.16918 5.61391 14.34330  -0.4192
S -19.34937 8.16121 12.51190  -0.4030
C -11.05971 8.96597 11.52235  -1.3739
N -12.28836 8.15329 11.32265  0.9800
C -13.53437 8.38382 11.64965  0.0894
N -14.33825 7.47519 11.13631  0.0158
C -13.45462 6.75248 10.35737  -0.4675
N -12.20842 7.03512 10.49291  -1.1025
C -11.04578 9.54885 12.90284  0.8008
C -10.41675 8.92548 13.95517  -0.6331
C -10.58033 9.44135 15.27759  -0.5655
C -11.34618 10.54376 15.50418  -0.9067
C -11.92054 11.23896 14.39341  0.3579
C -11.79966 10.71274 13.13997  0.2488
C -12.82924 12.38950 14.69264  0.5409
N -12.91488 13.13386 15.71459  -0.7133
N -14.00242 13.99919 15.50885  -0.3467
C -14.46825 13.72878 14.35709  0.0518
O -13.71778 12.71267 13.74225  -0.1357
C -15.65550 14.15939 13.62346  0.1695
C -16.14250 15.42677 13.92740  -0.7926
C -17.23391 15.89181 13.25281  -1.0324
C -17.78696 15.12695 12.22684  -0.6084
C -17.27051 13.89664 11.85058  0.6950
C -17.98034 13.04843 10.78288  -1.3880
N -17.39694 11.75359 10.77272  0.8493
C -17.70484 10.68187 11.52467  -0.3251
N -16.77303 9.74547 11.34604  0.1990
C -15.91417 10.29604 10.45854  -0.6286
N -16.31032 11.52574 10.01119  -0.9212
C -16.20367 13.43190 12.58686  0.3895
H -11.08688 9.77272 10.74226  0.2995
H -10.25062 8.31630 11.30636  0.4530
H -13.88059 9.22085 12.28602  0.0103
H -13.73680 5.94043 9.69079  0.4691
H -9.77145 8.10741 13.68792  0.4539
H -10.16832 8.81859 16.06517  0.3721
H -11.53617 10.83337 16.55312  0.3727
H -12.27039 11.24242 12.23605  0.2346
H -15.65470 15.87934 14.77829  0.4887
H -17.64579 16.81589 13.48427  0.4820
H -18.62296 15.49071 11.64210  0.4281
H -17.82786 13.49531 9.82244  0.3394
H -19.03306 12.99671 11.00455  0.4262
H -18.63378 10.62593 12.09604  0.3778
H -15.05786 9.81657 9.96529  0.5778
H -15.77144 12.45448 12.43936  0.6880
C -17.13300 12.96942 16.88803  -1.3531
C -17.24975 11.60496 16.25715  1.1546
C -18.41013 10.82367 16.24639  -1.2361
C -18.35729 9.65536 15.52692  -0.1602
N -17.24929 9.23972 14.89471  0.2466
C -16.10540 9.85864 15.27725  -0.3635
S -14.63140 9.13200 14.64810  -0.0741
N -16.11837 11.05866 15.90553  -0.2619
H -17.42220 12.84678 17.92576  0.4217
H -17.85659 13.64855 16.49416  0.3621
H -16.06988 13.31575 16.77633  0.2109
H -19.30054 11.21766 16.69792  0.4016
H -19.25578 9.03623 15.39036  0.4275
N -15.84936 -2.68563 10.52027  -0.5269
C -15.62608 -1.60382 10.86174  -0.0075
C -15.23503 -0.27751 11.29277  0.5809
C -16.02391 0.82508 11.07658  -0.8848
C -15.61630 2.00074 11.58366  -0.1665
C -14.43953 2.12130 12.29144  0.6489
C -13.61528 1.02600 12.54429  -0.5486
C -14.02398 -0.19137 11.99283  -0.7608
N -14.17324 3.34399 12.94859  0.2798
C -12.90681 3.88242 13.21969  -0.2884
C -13.17457 5.05156 13.86141  -0.7041
N -14.50928 5.26927 14.01469  -0.2059
C -15.08597 4.22588 13.44877  -0.4656
H -16.92728 0.78714 10.46048  0.4231
H -16.29836 2.83091 11.47169  0.4160
H -12.70617 1.01214 13.11102  0.4242
H -13.44405 -1.08719 12.03397  0.4518
H -11.91268 3.45223 13.00313  0.3575
H -12.43974 5.86416 14.04050  0.3583
H -16.11705 4.06615 13.46631  0.6365

## Properties
**ΔE to the lowest compared entry with this formula, charge and spin**: 1.4576 eV
**Multiplicity**: 6
**⟨S²⟩**: 9.3373
**HOMO level (spin up / spin down)**: -0.1675 / -0.1680 Eh
**Frontier orbital gap (spin up / spin down)**: 6.22 / 6.24 eV
**Net charge**: -1
**DFT total energy**: -197272.7689 eV
**LUMO energy (spin up / spin down)**: 1.66 / 1.66 eV


No. 4
The following is a quantum chemistry calculation of C35H28MoN3O2S as an isolated structure at a distorted geometry, from the OMol25 dataset.

Each line ends with the Mulliken charge.
CARTESIAN COORDINATES (ANGSTROEM)
Mo -0.34191 -0.84110 0.19025  -1.8306
C 0.13891 2.14152 -3.17532  -1.3763
C 0.37146 1.06467 -2.30855  -0.6516
N -0.32236 0.87688 -1.14094  1.7041
C -1.29729 1.77990 -0.85913  0.1214
C -1.67211 2.80609 -1.74688  0.6109
C -0.87757 2.98838 -2.91042  -0.7059
C -2.81562 3.62449 -1.36258  -0.9680
C -3.48192 3.33494 -0.22331  -0.8277
C -3.12624 2.30375 0.65057  -0.4662
C -2.01132 1.54956 0.36476  0.2997
N -1.52203 0.45931 1.15256  0.8514
C -1.71666 0.18902 2.51817  0.0270
C -2.08331 1.06401 3.54452  -0.1082
C -2.23214 0.58899 4.87584  -1.1169
C -2.05409 -0.76755 5.15226  -0.4467
C -1.63824 -1.68912 4.22245  -0.1723
C -1.50914 -3.12476 4.30741  -0.5925
C -1.33527 -3.89778 3.19531  -1.0205
C -0.97880 -3.25281 1.98698  -0.3058
N -0.97707 -1.93551 1.90162  0.7187
C -1.44088 -1.17860 2.90538  0.8326
H 0.76972 2.24216 -4.01761  0.6360
H 1.13769 0.33286 -2.49182  0.5725
H -1.11658 3.72521 -3.66276  0.4613
H -3.17658 4.36131 -2.04026  0.4799
H -4.34349 4.01151 0.02297  0.3313
H -3.78625 2.06874 1.51784  0.5788
H -2.27228 2.11927 3.28442  0.5674
H -2.45542 1.28690 5.71721  0.3849
H -2.16073 -1.05337 6.19860  0.3885
H -1.65358 -3.63652 5.28539  0.4016
H -1.26247 -4.97186 3.28464  0.3788
H -0.67935 -3.81879 1.15644  0.5535
O -3.50360 -1.17454 -1.83062  -0.6708
C -2.36867 -1.63685 -1.67256  0.5324
O -1.87599 -1.91972 -0.49064  -0.5120
C -1.60101 -2.01449 -2.85528  -0.0156
C -2.21701 -1.98222 -4.07830  -0.4862
C -1.60699 -2.38862 -5.25852  -0.8019
C -0.32629 -2.94777 -5.14853  -0.5284
C 0.40022 -2.90617 -3.96456  -1.0520
C -0.26300 -2.46018 -2.80951  1.2952
S 0.79909 -2.13078 -1.45525  -0.2332
H -3.26931 -1.75415 -4.02572  0.5244
H -2.14201 -2.39749 -6.20802  0.4270
H 0.20888 -3.29106 -6.00587  0.4012
H 1.33317 -3.34267 -3.79463  0.5866
C 1.61645 1.30195 2.22592  -1.5294
C 2.34274 0.21888 1.43822  1.9097
C 3.28555 -0.47402 2.47633  -1.6089
C 1.50997 -0.80938 0.69564  0.0115
C 3.13940 0.76976 0.23337  -0.0932
C 4.23358 0.12364 -0.33140  -0.0843
C 5.02366 0.72209 -1.30596  -0.7059
C 4.76884 2.02862 -1.73620  -0.5573
C 3.65959 2.65241 -1.23733  -0.9736
C 2.87830 2.02329 -0.25682  0.2179
H 1.07984 0.97098 3.13043  0.3296
H 0.79193 1.61325 1.55574  0.1463
H 2.31670 2.12986 2.42112  0.4451
H 2.54253 -0.85422 3.22397  0.4377
H 3.89905 0.32158 2.92530  0.4389
H 3.95961 -1.22940 2.10633  0.3617
H 2.15895 -1.63803 0.37017  0.8227
H 4.53060 -0.86868 0.04946  0.2109
H 5.87960 0.06389 -1.62548  0.3379
H 5.35033 2.36006 -2.61393  0.3556
H 3.39504 3.58017 -1.70067  0.4440
H 1.99316 2.58836 0.05777  0.3050

## Properties
**ΔE to the lowest compared entry with this formula, charge and spin**: 0.2522 eV
**Multiplicity**: 1
**HOMO level (spin up / spin down)**: -0.3926 / -0.3908 Eh
**Frontier orbital gap (spin up / spin down)**: 6.58 / 5.81 eV
**Net charge**: +1
**DFT total energy**: -58000.0951 eV
**LUMO energy (spin up / spin down)**: -4.11 / -4.82 eV